1.
Below is C7H8 in the gas phase, with properties calculated with the ωB97M-V functional and the def2-TZVPD basis.

```
! wB97M-V def2-TZVPD RIJCOSX def2/J DEFGRID3
* xyz 0 1
C -0.159 -1.508 -0.520
C -0.514 -0.105 -0.141
C 0.350 1.020 -0.675
C 1.777 0.891 -0.357
C 2.937 0.747 -0.074
C -1.465 0.117 0.787
C -2.454 -0.065 1.667
H 0.170 -1.564 -1.559
H 0.674 -1.860 0.107
H -1.005 -2.177 -0.351
H -0.981 0.689 1.620
H 0.235 1.012 -1.770
H -0.023 1.999 -0.352
H 3.964 0.622 0.185
H -3.506 0.183 1.431
*
```

Properties
Energy relative to the best compared isomer or geometry (same formula, charge and spin) ... 694.3 kJ/mol
HOMO-LUMO gap ... 7.81 eV
E_HOMO ... -7.6 eV

***

2.
Below is C7H8 in the gas phase, with properties calculated with the ωB97M-V functional and the def2-TZVPD basis.

```
! wB97M-V def2-TZVPD RIJCOSX def2/J DEFGRID3
* xyz 0 1
C -0.389 -1.678 -0.467
C -0.177 -0.310 0.192
C 0.402 0.746 -0.804
C 1.677 1.250 -0.288
C 2.704 1.556 0.263
C -1.427 0.136 0.820
C -2.472 0.435 1.338
H -1.106 -1.604 -1.291
H 0.558 -2.067 -0.855
H -0.784 -2.388 0.265
H 0.564 -0.433 0.989
H 0.550 0.287 -1.789
H -0.305 1.570 -0.948
H 3.604 1.816 0.772
H -3.399 0.686 1.804
*
```

Properties
Energy relative to the best compared isomer or geometry (same formula, charge and spin) ... 372.6 kJ/mol
HOMO-LUMO gap ... 10.91 eV
E_HOMO ... -9.9 eV

***

3.
Below is C7H8 in the gas phase, with properties calculated with the ωB97M-V functional and the def2-TZVPD basis.

```
! wB97M-V def2-TZVPD RIJCOSX def2/J DEFGRID3
* xyz 0 1
C -1.167 -1.583 1.168
C 0.990 -0.403 0.563
C -0.416 -0.333 0.593
C -1.014 0.658 -0.165
C -0.393 1.116 -1.321
C 0.986 1.068 -1.332
C 1.702 0.450 -0.305
H -1.369 -2.156 0.265
H -2.147 -1.195 1.476
H -0.534 -1.931 1.976
H 1.550 -1.042 1.229
H -1.750 1.431 0.102
H -0.752 1.719 -2.145
H 1.582 1.563 -2.098
H 2.731 0.638 -0.006
*
```

Properties
Energy relative to the best compared isomer or geometry (same formula, charge and spin) ... 193.4 kJ/mol
HOMO-LUMO gap ... 9.40 eV
E_HOMO ... -8.5 eV

***

4.
Below is C7H8 in the gas phase, with properties calculated with the ωB97M-V functional and the def2-TZVPD basis.

```
! wB97M-V def2-TZVPD RIJCOSX def2/J DEFGRID3
* xyz 0 1
C -0.555 -0.763 -0.962
C 0.013 0.135 0.171
C -1.072 0.379 1.218
C 1.120 -0.671 0.719
C 1.704 -1.715 0.592
C 0.532 1.372 -0.428
C 0.984 2.335 -0.988
H 0.224 -0.992 -1.696
H -1.382 -0.254 -1.462
H -0.912 -1.709 -0.537
H -1.334 -0.578 1.680
H -0.721 1.062 1.994
H -1.959 0.794 0.732
H 2.015 -2.658 0.222
H 1.379 3.199 -1.472
*
```

Properties
Energy relative to the best compared isomer or geometry (same formula, charge and spin) ... 431.7 kJ/mol
HOMO-LUMO gap ... 10.82 eV
E_HOMO ... -9.9 eV

***

5.
Below is a molecular structure, C7H8, with properties calculated with the ωB97M-V functional and the def2-TZVPD basis.

```
! wB97M-V def2-TZVPD RIJCOSX def2/J DEFGRID3
* xyz 0 3
C 0.458 1.868 -0.693
C 1.193 2.014 0.322
C -0.454 1.079 -1.482
C -0.238 -0.052 -0.856
C 0.685 0.432 0.298
C -0.909 -1.373 -0.869
C 0.370 0.252 1.763
H -1.004 1.155 -2.444
H 2.002 -0.470 0.252
H -1.432 -1.480 -1.867
H -1.549 -1.702 -0.043
H -0.056 -2.069 -0.778
H -0.586 0.649 2.183
H 1.427 0.517 2.258
H 0.095 -0.820 1.954
*
```

Properties
<S²> ... 2.02
Energy relative to the best compared isomer or geometry (same formula, charge and spin) ... 655.3 kJ/mol
HOMO-LUMO gap (alpha / beta) ... 6.30 / 6.72 eV
E_HOMO (alpha / beta) ... -5.5 / -9.6 eV

***

6.
Below is a molecular structure, C7H8As2CuF12NO3, with properties calculated with the ωB97M-V functional and the def2-TZVPD basis.

```
! wB97M-V def2-TZVPD RIJCOSX def2/J DEFGRID3
* xyz -2 1
Cu -25.108 33.357 2.026
As -29.534 32.012 4.510
F -30.146 33.726 4.606
F -31.191 31.402 4.795
F -28.917 30.294 4.380
F -27.860 32.485 4.171
F -29.313 31.907 6.294
F -29.966 32.030 2.762
As -25.414 29.182 0.629
F -24.806 30.423 -0.527
F -23.834 28.409 0.701
F -26.135 28.053 1.873
F -26.932 30.093 0.655
F -25.989 28.077 -0.590
F -24.661 30.222 1.957
C -26.983 35.969 -0.460
O -27.423 34.675 -0.252
H -25.914 35.866 -0.271
H -26.936 36.231 -1.517
H -27.366 36.729 0.221
C -21.559 41.621 0.599
C -22.462 41.808 1.710
C -22.942 40.701 2.309
C -22.554 39.420 1.994
C -21.619 39.221 1.051
C -21.206 40.300 0.287
N -23.036 38.215 2.811
O -23.128 37.068 2.360
O -23.581 38.585 3.871
H -21.199 42.485 0.059
H -22.791 42.797 1.994
H -23.554 41.023 3.139
H -21.360 38.216 0.751
H -20.472 40.136 -0.488
*
```

Properties
HOMO-LUMO gap ... 3.65 eV
E_HOMO ... -1.5 eV

***

Computed values of energy (unit: Eh) for the preceding records, in sequence: -271.2670; -271.3895; -271.4578; -271.3670; -271.1037; -7862.4674.
Computed values of maximum force (unit: hartree/bohr) for the preceding records, in sequence: 0.027; 0.010; 0.070; 0.022; 0.168; 0.076.